C34H92N4O10 | wB97M-V/def2-TZVPD

Each line ends with the Mulliken charge.
Cartesian coordinates (Å):
C  -2.9806  -2.5077  0.7090  -1.117
O  -2.9462  -2.6996  2.1268  0.171
C  -4.1885  -3.1062  2.7152  -0.922
C  -4.0620  -3.4853  4.1998  0.442
C  -5.4206  -3.7741  4.7827  -1.809
N  -3.4554  -2.4247  4.9853  -0.431
H  -1.9615  -2.1958  0.4806  0.028
H  -3.7227  -1.7590  0.4319  0.649
H  -3.3079  -3.3507  0.1005  0.487
H  -4.8591  -2.2597  2.5674  0.323
H  -4.5950  -3.8843  2.0690  0.498
H  -3.4787  -4.3997  4.3085  0.159
H  -6.0283  -2.8709  4.7284  0.380
H  -5.5129  -4.1238  5.8109  0.373
H  -5.8424  -4.5956  4.2035  0.417
H  -4.0842  -1.6350  4.9519  0.354
H  -2.6580  -2.0717  4.4758  0.116
C  0.1633  0.1727  3.7557  -0.297
O  -0.6276  1.0103  4.6845  -0.554
C  -1.9649  1.1478  4.2710  1.059
C  -2.7081  2.2347  5.1039  0.305
C  -2.8089  1.8663  6.6022  -1.321
N  -4.1375  2.5310  4.6859  -0.633
H  0.1172  0.5435  2.7318  0.059
H  -0.2232  -0.8438  3.8299  0.120
H  1.1935  0.3136  4.0828  0.309
H  -2.0309  1.3882  3.2099  -0.178
H  -2.5261  0.2293  4.4424  -0.554
H  -2.0910  3.1234  4.9709  0.292
H  -3.2754  0.8825  6.6548  0.241
H  -3.4053  2.6022  7.1414  0.431
H  -1.8020  1.7559  7.0049  0.306
H  -4.4977  3.2774  5.2632  0.265
H  -4.2539  2.8585  3.7376  0.150
C  -0.9527  0.9985  -0.1783  -0.755
O  0.2728  0.3412  -0.1553  0.637
C  1.3399  1.0736  -0.6456  -1.187
C  1.6720  0.8349  -2.1476  0.628
C  1.8408  -0.6928  -2.4387  -0.952
N  2.9314  1.5214  -2.3921  0.086
H  -1.2371  1.1726  -1.2160  0.369
H  -0.8954  1.8925  0.4426  0.290
H  -1.7592  0.3822  0.2190  -0.190
H  1.2087  2.1254  -0.3913  0.230
H  2.0998  0.7265  0.0545  0.012
H  0.8698  1.2663  -2.7463  0.295
H  0.9554  -1.2916  -2.2255  -0.035
H  2.6608  -1.1047  -1.8505  0.059
H  1.9997  -0.8237  -3.5091  0.536
H  2.9955  2.3277  -1.7872  -0.306
H  3.7321  0.9752  -2.1079  0.087
C  3.2248  -2.2519  1.2727  -0.481
O  2.4079  -3.2891  1.7755  -0.449
C  1.2113  -2.8612  2.4407  -0.108
C  0.3780  -4.0530  3.0123  0.096
C  -0.2908  -4.8433  1.8346  -1.031
N  -0.7620  -3.6166  3.8492  -0.530
H  3.5557  -1.6406  2.1123  0.394
H  2.8054  -1.6260  0.4850  0.032
H  4.0812  -2.6300  0.7144  0.275
H  1.4329  -2.1899  3.2704  0.439
H  0.5035  -2.3364  1.7990  -0.216
H  1.0111  -4.7649  3.5419  0.438
H  0.4459  -5.2206  1.1254  0.287
H  -1.0785  -4.2529  1.3666  0.054
H  -0.8313  -5.6360  2.3521  0.448
H  -1.1995  -4.4780  4.1436  0.316
H  -1.4614  -3.1317  3.3052  -0.018
C  4.7116  3.0442  -4.8976  -0.482
C  3.8270  2.3328  -5.8687  0.646
C  4.5378  1.9203  -7.1867  -1.521
O  3.4626  1.1033  -5.2256  -0.616
H  5.6005  2.4309  -4.7499  0.097
H  4.2673  3.2077  -3.9158  -0.257
H  4.9510  4.0380  -5.2760  0.484
H  2.8884  2.8326  -6.1083  0.170
H  3.9229  1.2329  -7.7676  0.368
H  5.5400  1.5030  -7.0884  0.333
H  4.7951  2.7567  -7.8365  0.408
H  3.2580  1.3123  -4.3112  0.424
C  2.6478  5.1730  -2.1480  -1.299
C  3.0675  4.9585  -0.6995  0.600
C  1.9663  5.3122  0.2887  -1.146
O  3.4597  3.6084  -0.4818  -0.545
H  2.4080  6.2191  -2.3383  0.437
H  1.7855  4.5660  -2.4242  0.284
H  3.3676  4.8472  -2.8988  0.169
H  3.9592  5.5593  -0.5207  0.295
H  1.2046  4.5400  0.3964  0.135
H  1.5562  6.2162  -0.1616  0.360
H  2.3383  5.5415  1.2873  0.400
H  3.6987  3.6674  0.4461  0.268
C  -1.2491  -3.6684  -3.0645  -1.342
C  -0.2366  -4.1935  -2.0320  1.331
C  -0.2978  -5.7225  -1.8660  -1.470
O  0.9736  -3.9372  -2.6505  -0.569
H  -1.4494  -4.3941  -3.8528  0.387
H  -0.9259  -2.7465  -3.5481  0.275
H  -2.1579  -3.3662  -2.5440  0.250
H  -0.3095  -3.6682  -1.0797  -0.267
H  -0.3010  -6.3334  -2.7687  0.347
H  -1.1612  -5.9493  -1.2405  0.352
H  0.5581  -6.0186  -1.2594  0.381
H  1.6501  -4.1604  -2.0070  0.380
C  6.0223  -0.8204  -1.3398  -0.899
C  6.9129  0.3179  -1.6523  0.175
C  8.3350  -0.1528  -2.0547  -1.406
O  6.3594  1.0161  -2.7083  -0.415
H  6.3668  -1.2491  -0.3988  0.457
H  6.0216  -1.5551  -2.1450  0.344
H  5.0107  -0.4669  -1.1399  -0.006
H  6.9481  0.9765  -0.7845  0.315
H  8.2658  -0.6396  -3.0275  0.355
H  8.7672  -0.8522  -1.3390  0.386
H  8.9914  0.7125  -2.1469  0.332
H  6.1659  0.4029  -3.4212  0.319
C  -2.9593  3.8519  1.1146  -0.963
C  -4.4622  3.4931  1.1047  0.092
C  -4.7362  2.0252  1.1933  -0.011
O  -5.0629  4.0932  2.2555  -0.605
H  -2.3566  3.3477  1.8700  0.029
H  -2.7875  4.9253  1.1943  0.430
H  -2.4566  3.5016  0.2131  0.307
H  -4.8380  3.8327  0.1396  0.361
H  -4.3399  1.5268  0.3086  -0.366
H  -5.8121  1.8738  1.2799  0.481
H  -4.2702  1.5364  2.0489  -0.068
H  -5.9899  4.2606  2.0706  0.333
C  -2.5624  0.0395  -3.8972  -0.968
C  -3.8048  0.6383  -3.2403  0.143
C  -4.3057  -0.2775  -2.0411  -0.672
O  -3.6159  1.9421  -2.7770  -0.508
H  -2.1210  0.7654  -4.5801  0.408
H  -2.8381  -0.7883  -4.5505  0.437
H  -1.8430  -0.2697  -3.1390  -0.150
H  -4.6133  0.5945  -3.9700  0.470
H  -5.1290  0.2210  -1.5294  0.403
H  -3.5520  -0.6288  -1.3363  -0.375
H  -4.7644  -1.2058  -2.3815  0.570
H  -4.4475  2.3936  -2.9386  0.329

Spin multiplicity ... 1
Gap between HOMO and LUMO ... 9.2 eV
Largest force on an atom ... 2.80 eV/A
SMILES ... COC[C@H](C)N.COC[C@H](C)N.COC[C@H](C)N.COC[C@H](C)N.CC(C)O.CC(C)O.CC(C)O.CC(C)O.CC(C)O.CC(C)O
Highest occupied orbital energy ... -8.8 eV